Here is a structure of composition C34H47BrN5O3OsSi2 at a distorted geometry from the Open Molecules 2025 dataset. Energies are from ωB97M-V/def2-TZVPD.

LUMO level in eV: 2.4520
Gap between HOMO and LUMO in eV: 6.98
Charge: -1
Spin multiplicity: 1
Relative energy (zero: lowest compared OMol25 entry of this formula, charge and spin) in kcal per mole: 15.12

Geometry as XYZ:
```
93
Properties=species:S:1:pos:R:3:mulliken_charge:R:1
Os 0.25 0.67 0.42 0.39
C -0.07 2.07 3.98 -1.10
C -0.77 2.74 2.84 0.41
C -1.46 3.93 3.02 -1.01
C -2.20 4.45 1.95 -0.71
C -2.28 3.77 0.76 -0.78
C -1.57 2.56 0.62 0.56
N -0.80 2.11 1.66 0.73
N -1.49 1.70 -0.40 0.22
Si -2.50 1.69 -1.81 -0.29
C -2.45 0.01 -2.60 -0.28
C -4.30 2.01 -1.34 -1.21
C -1.99 3.04 -3.01 -1.17
H -0.80 1.83 4.76 0.50
H 0.69 2.72 4.41 0.27
H 0.40 1.14 3.66 -0.09
H -1.43 4.43 3.98 0.48
H -2.73 5.38 2.08 0.40
H -2.86 4.15 -0.07 0.34
H -3.10 -0.68 -2.05 0.23
H -1.45 -0.44 -2.57 -0.34
H -2.79 0.05 -3.64 0.46
H -4.60 1.34 -0.53 0.29
H -4.94 1.77 -2.20 0.41
H -4.52 3.03 -1.04 0.35
H -1.00 2.84 -3.44 0.28
H -1.95 4.02 -2.52 0.30
H -2.70 3.11 -3.85 0.41
Br -0.92 -4.64 2.43 -0.18
C -1.60 -2.90 2.14 -0.49
C -2.93 -2.62 2.34 -0.33
C -3.35 -1.34 2.05 -1.04
C -2.44 -0.41 1.60 0.08
N -1.14 -0.68 1.42 0.69
C -0.74 -1.93 1.67 -0.18
H -3.62 -3.39 2.68 0.44
H -4.39 -1.06 2.16 0.47
H -2.76 0.59 1.35 0.27
H 0.29 -2.16 1.47 -0.22
C 1.99 2.44 -2.53 -1.67
C 1.83 0.94 -2.27 1.51
C 3.20 0.27 -2.11 -1.48
C 1.04 0.26 -3.39 -1.11
N 1.17 0.75 -1.01 0.68
H 2.46 2.61 -3.50 0.43
H 2.61 2.89 -1.76 0.35
H 1.02 2.93 -2.51 0.25
H 3.80 0.45 -3.00 0.49
H 3.08 -0.80 -1.95 0.19
H 3.72 0.69 -1.24 0.26
H 1.58 0.37 -4.33 0.51
H 0.06 0.72 -3.50 0.11
H 0.90 -0.80 -3.16 0.00
O -3.88 -4.42 -2.31 -0.76
C -2.74 -4.50 -3.01 0.42
C -2.70 -5.28 -4.17 -0.69
C -1.53 -5.39 -4.90 -0.27
C -0.38 -4.71 -4.51 -0.89
C -0.42 -3.92 -3.37 -0.31
C -1.58 -3.80 -2.61 -0.03
C -1.59 -2.92 -1.38 0.31
O -2.69 -2.89 -0.72 -0.73
O -0.57 -2.27 -1.10 0.01
H -3.62 -3.81 -1.53 0.42
H -3.60 -5.81 -4.46 0.42
H -1.52 -6.00 -5.79 0.34
H 0.53 -4.79 -5.09 0.40
H 0.45 -3.38 -3.03 0.36
C 4.55 -0.95 1.80 -1.33
Si 2.68 -1.25 1.82 0.78
C 2.32 -2.39 0.38 -0.73
C 2.26 -2.14 3.45 -1.41
N 1.84 0.28 1.67 0.90
C 2.45 1.38 2.30 -0.11
C 3.11 1.23 3.53 0.02
C 3.70 2.31 4.18 -0.73
C 3.65 3.58 3.63 -0.72
C 3.01 3.75 2.41 -0.67
C 2.43 2.67 1.75 -0.36
H 5.04 -1.85 1.41 0.49
H 4.98 -0.73 2.78 0.35
H 4.80 -0.12 1.13 0.27
H 2.01 -3.38 0.72 0.36
H 3.23 -2.53 -0.21 0.35
H 1.54 -2.02 -0.29 -0.33
H 1.91 -3.16 3.27 0.42
H 1.48 -1.62 4.00 0.25
H 3.14 -2.21 4.10 0.43
H 3.12 0.27 4.02 0.28
H 4.18 2.15 5.13 0.37
H 4.10 4.42 4.14 0.34
H 2.96 4.73 1.95 0.42
H 1.93 2.83 0.80 0.29
```

Here is a cluster of 11 separate species, C34H47Cl16N3O6 in total at a distorted geometry from the Open Molecules 2025 dataset. Energies are from ωB97M-V/def2-TZVPD.

LUMO level in eV: -0.8030
Gap between HOMO and LUMO in eV: 9.25
Charge: 0
SMILES: O=[N+]([O-])c1ccccc1.O=[N+]([O-])c1ccccc1.O=[N+]([O-])c1ccccc1.ClCCCl.ClCCCl.ClCCCl.ClCCCl.ClCCCl.ClCCCl.ClCCCl.ClCCCl
Spin multiplicity: 1
Relative energy (zero: lowest compared OMol25 entry of this formula, charge and spin) in kcal per mole: 0.00

Geometry as XYZ:
```
106
Properties=species:S:1:pos:R:3:mulliken_charge:R:1
O -0.35 -2.93 -4.61 -0.55
N -1.40 -3.49 -4.81 1.04
O -1.53 -4.68 -4.84 -0.63
C -2.58 -2.65 -5.05 0.03
C -3.76 -3.27 -5.37 -0.63
C -4.86 -2.48 -5.58 -0.39
C -4.76 -1.10 -5.49 -0.34
C -3.55 -0.50 -5.19 -0.74
C -2.44 -1.28 -5.00 0.05
H -3.81 -4.35 -5.38 0.49
H -5.86 -2.84 -5.78 0.38
H -5.66 -0.52 -5.65 0.40
H -3.58 0.58 -5.07 0.39
H -1.48 -0.84 -4.76 0.49
O -2.02 1.96 0.65 -0.36
N -0.84 1.81 0.54 0.85
O -0.01 2.58 1.01 -0.45
C -0.38 0.66 -0.19 -0.64
C 0.97 0.44 -0.28 -0.49
C 1.41 -0.63 -1.03 -0.38
C 0.47 -1.53 -1.50 -0.19
C -0.88 -1.30 -1.39 -0.57
C -1.31 -0.13 -0.82 0.44
H 1.66 1.21 0.03 0.42
H 2.45 -0.71 -1.31 -0.06
H 0.82 -2.37 -2.09 0.55
H -1.58 -1.95 -1.87 0.80
H -2.35 0.14 -0.74 -0.01
O 2.36 3.06 8.68 -0.60
N 2.71 2.11 7.99 1.01
O 3.28 1.11 8.37 -0.61
C 2.41 2.16 6.57 -0.07
C 2.64 1.06 5.79 -0.37
C 2.24 1.09 4.47 -0.69
C 1.76 2.25 3.91 -0.22
C 1.56 3.37 4.70 -0.58
C 1.84 3.30 6.05 -0.38
H 3.08 0.15 6.16 0.46
H 2.42 0.21 3.87 0.48
H 1.55 2.26 2.85 0.53
H 1.10 4.19 4.18 0.50
H 1.70 4.16 6.70 0.51
Cl 1.43 0.43 -4.42 -0.20
C 2.61 -0.90 -4.64 0.04
C 3.48 -0.52 -5.81 -0.57
Cl 4.75 -1.71 -6.15 -0.19
H 2.02 -1.79 -4.86 0.34
H 3.18 -1.09 -3.73 -0.09
H 3.99 0.42 -5.60 0.28
H 2.88 -0.36 -6.70 0.41
Cl 3.49 6.42 -1.10 -0.20
C 3.04 4.73 -0.78 -0.23
C 2.91 4.47 0.69 0.02
Cl 1.66 5.48 1.42 -0.16
H 3.83 4.15 -1.24 0.09
H 2.10 4.54 -1.30 0.30
H 3.83 4.76 1.17 0.42
H 2.67 3.43 0.86 -0.22
Cl -3.22 -4.91 -0.65 -0.13
C -2.24 -5.41 0.73 -0.32
C -3.07 -5.80 1.91 -0.45
Cl -4.23 -7.09 1.49 -0.19
H -1.61 -4.55 0.98 0.18
H -1.56 -6.22 0.48 0.27
H -3.62 -4.94 2.29 0.29
H -2.44 -6.21 2.69 0.34
Cl 6.73 -1.45 -3.07 -0.14
C 7.03 0.21 -2.48 -0.50
C 5.71 0.88 -2.18 0.00
Cl 5.10 0.32 -0.58 -0.18
H 7.54 0.77 -3.25 0.32
H 7.61 0.14 -1.57 0.35
H 4.91 0.65 -2.88 -0.14
H 5.81 1.97 -2.17 0.30
Cl -6.84 1.41 -1.04 -0.20
C -5.53 0.80 0.00 0.03
C -5.11 -0.60 -0.35 -0.39
Cl -4.49 -0.67 -2.03 -0.01
H -5.97 0.82 1.00 0.34
H -4.69 1.48 -0.05 -0.07
H -5.92 -1.32 -0.28 0.42
H -4.24 -0.88 0.24 -0.01
Cl -1.30 5.19 5.18 -0.15
C -2.53 5.40 3.89 -0.55
C -1.91 5.12 2.55 0.20
Cl -3.18 5.01 1.29 -0.20
H -2.87 6.43 3.96 0.40
H -3.33 4.72 4.13 0.29
H -1.34 4.19 2.51 -0.30
H -1.25 5.91 2.22 0.30
Cl 0.79 -5.63 -1.00 -0.17
C 2.07 -5.07 0.08 -0.40
C 3.37 -4.83 -0.60 -0.82
Cl 3.47 -3.37 -1.63 -0.03
H 2.27 -5.91 0.74 0.42
H 1.77 -4.23 0.71 0.30
H 3.61 -5.66 -1.25 0.35
H 4.19 -4.77 0.12 0.36
Cl -2.15 -0.86 2.45 -0.06
C -2.61 -0.08 3.98 -0.77
C -2.56 1.43 3.87 0.38
Cl -3.04 2.16 5.38 -0.20
H -1.97 -0.47 4.76 0.40
H -3.62 -0.40 4.24 0.36
H -3.27 1.75 3.10 0.08
H -1.58 1.79 3.56 -0.17
```

Here is a cluster of 11 separate species, C34H47Cl8F3O4 in total at a distorted geometry from the Open Molecules 2025 dataset. Energies are from ωB97M-V/def2-TZVPD.

LUMO level in eV: 0.1032
Gap between HOMO and LUMO in eV: 9.33
Charge: 0
SMILES: Fc1ccccc1.Fc1ccccc1.Fc1ccccc1.CC(C)=O.CC(C)=O.CC(C)=O.CC(C)=O.ClCCl.ClCCl.ClCCl.ClCCl
Spin multiplicity: 1

Geometry as XYZ:
```
96
Properties=species:S:1:pos:R:3:mulliken_charge:R:1
F -0.69 4.30 -1.96 -0.28
C -0.63 5.64 -2.05 0.23
C 0.27 6.29 -2.85 -0.34
C 0.41 7.68 -2.76 -0.50
C -0.50 8.39 -1.99 -0.29
C -1.43 7.77 -1.23 -0.56
C -1.46 6.37 -1.22 -0.24
H 0.87 5.63 -3.46 0.39
H 1.17 8.24 -3.28 0.40
H -0.46 9.47 -1.99 0.36
H -2.07 8.32 -0.56 0.37
H -2.05 5.82 -0.50 0.46
F 4.82 -4.45 6.19 -0.30
C 3.51 -4.17 5.87 0.53
C 2.62 -3.94 6.86 -0.54
C 1.35 -3.49 6.51 -0.11
C 0.93 -3.29 5.20 -0.67
C 1.91 -3.52 4.19 -0.35
C 3.15 -4.01 4.52 -0.56
H 3.02 -3.99 7.86 0.38
H 0.69 -3.29 7.34 0.32
H -0.08 -2.93 5.03 0.41
H 1.73 -3.31 3.14 0.44
H 3.91 -4.19 3.78 0.45
F 3.36 6.41 4.90 -0.29
C 3.33 5.72 3.72 0.26
C 3.02 6.34 2.50 -0.37
C 3.08 5.59 1.32 -0.38
C 3.34 4.26 1.42 -0.37
C 3.45 3.61 2.64 -0.46
C 3.38 4.34 3.79 -0.36
H 2.80 7.39 2.46 0.40
H 2.82 6.10 0.41 0.42
H 3.48 3.74 0.48 0.37
H 3.57 2.54 2.76 0.40
H 3.63 3.89 4.74 0.38
C -5.86 -4.16 -1.64 -1.17
C -6.19 -4.09 -0.14 0.85
C -6.17 -2.69 0.46 -1.02
O -6.51 -5.02 0.52 -0.53
H -4.90 -3.73 -1.92 0.32
H -6.58 -3.54 -2.19 0.36
H -5.96 -5.16 -2.04 0.31
H -6.74 -1.97 -0.13 0.34
H -5.13 -2.41 0.56 0.21
H -6.58 -2.61 1.47 0.32
C -4.85 1.16 3.86 -1.03
C -3.93 2.31 3.52 0.88
C -2.46 1.99 3.43 -1.03
O -4.32 3.45 3.30 -0.57
H -5.85 1.30 3.46 0.31
H -4.93 1.00 4.93 0.31
H -4.46 0.26 3.40 0.26
H -2.25 1.13 2.80 0.24
H -2.04 1.70 4.39 0.32
H -1.89 2.85 3.08 0.31
C 7.31 -1.81 -1.06 -0.95
C 7.27 -3.31 -0.92 0.78
C 7.81 -4.17 -2.02 -0.97
O 6.85 -3.85 0.10 -0.57
H 8.26 -1.39 -0.74 0.28
H 6.53 -1.40 -0.42 0.27
H 7.16 -1.58 -2.12 0.30
H 7.25 -3.94 -2.92 0.24
H 7.59 -5.20 -1.77 0.30
H 8.88 -4.06 -2.22 0.30
C -3.78 1.86 -3.88 -1.00
C -4.97 1.61 -3.04 0.82
C -5.11 2.22 -1.59 -0.98
O -5.85 0.84 -3.46 -0.57
H -3.49 2.88 -4.12 0.34
H -3.91 1.33 -4.82 0.33
H -2.90 1.35 -3.47 0.21
H -4.38 1.72 -0.96 0.22
H -6.08 2.03 -1.12 0.30
H -4.86 3.28 -1.65 0.34
Cl -1.25 -2.29 -6.02 -0.14
C -0.39 -1.29 -7.21 -0.28
Cl 0.35 0.08 -6.37 -0.14
H 0.38 -1.87 -7.72 0.28
H -1.14 -0.95 -7.92 0.28
Cl -1.00 -1.07 -0.51 -0.10
C 0.49 -1.17 -1.42 -0.26
Cl 1.99 -0.87 -0.43 -0.15
H 0.52 -2.09 -2.00 0.29
H 0.39 -0.38 -2.17 0.20
Cl -1.15 -5.84 0.32 -0.12
C -2.41 -6.84 1.06 -0.22
Cl -1.65 -8.41 1.57 -0.17
H -2.84 -6.34 1.93 0.27
H -3.18 -7.05 0.32 0.24
Cl 3.91 -2.95 -5.30 -0.14
C 3.82 -4.69 -5.31 -0.22
Cl 2.50 -5.15 -4.29 -0.13
H 3.72 -5.13 -6.30 0.28
H 4.72 -5.16 -4.92 0.22
```

Here is a structure of composition C34H47IN3O12P2S at a distorted geometry from the Open Molecules 2025 dataset. Energies are from ωB97M-V/def2-TZVPD.

LUMO level in eV: -3.1380
Gap between HOMO and LUMO in eV: 7.67
Charge: +1
Spin multiplicity: 1

Geometry as XYZ:
```
100
Properties=species:S:1:pos:R:3:mulliken_charge:R:1
C -2.57 2.52 -0.43 -1.71
C -1.92 1.60 0.55 0.69
C -2.65 1.29 1.81 -0.70
N -0.79 1.10 0.19 -1.39
N -0.13 0.29 1.11 2.21
C 0.61 0.70 2.08 -0.01
C 0.76 2.17 2.32 -1.22
C 2.20 2.74 2.22 0.11
O 2.99 2.62 3.11 -0.54
C 2.50 3.52 0.98 0.64
C 3.24 4.68 1.11 -0.67
C 3.55 5.43 -0.02 -0.76
C 3.13 5.01 -1.27 -0.45
C 2.39 3.84 -1.40 -1.29
C 2.06 3.10 -0.28 0.40
C 1.22 -0.46 2.84 3.12
C 2.77 -0.45 2.77 -3.13
C 3.36 -0.08 1.41 0.93
C 4.82 0.40 1.53 -1.53
C 5.79 -0.73 1.89 -0.79
C 5.98 -1.77 0.78 -0.39
N 6.31 -1.13 -0.50 -0.62
P 0.94 -0.22 4.68 0.74
O 1.74 -1.19 5.43 -0.79
O -0.63 -0.23 4.99 -0.61
O 1.33 1.30 4.98 -0.51
C 0.52 -1.77 2.15 -0.40
I 1.95 -3.24 1.39 0.28
P -0.73 -2.86 3.07 0.69
O -0.40 -2.94 4.62 -0.52
O -2.03 -1.92 3.02 -0.53
S -0.91 -4.60 2.29 -0.32
C -0.10 -1.16 0.86 -1.58
C -1.31 -1.78 0.14 -1.50
C -0.97 -2.24 -1.26 -0.12
C -0.77 -3.60 -1.51 -0.30
C -0.46 -4.01 -2.80 -1.22
C -0.35 -3.09 -3.83 -0.32
C -0.55 -1.73 -3.59 0.30
C -0.44 -0.72 -4.71 -1.37
C -0.86 -1.32 -2.30 -0.12
H -3.04 3.35 0.09 0.49
H -1.82 2.89 -1.13 0.44
H -3.32 1.98 -1.00 0.28
H -2.76 2.19 2.43 0.43
H -3.66 0.98 1.54 0.37
H -2.20 0.49 2.39 -0.35
H 0.15 2.71 1.60 0.64
H 0.38 2.41 3.31 0.54
H 3.58 5.01 2.08 0.47
H 4.13 6.34 0.08 0.41
H 3.38 5.58 -2.16 0.41
H 2.05 3.51 -2.38 0.50
H 1.46 2.20 -0.37 0.41
H 3.13 -1.42 3.11 0.75
H 3.14 0.27 3.50 0.85
H 2.80 0.72 0.93 -0.64
H 3.36 -0.93 0.73 0.56
H 5.12 0.83 0.58 0.62
H 4.89 1.18 2.29 0.38
H 5.48 -1.24 2.80 0.28
H 6.77 -0.29 2.10 0.44
H 6.82 -2.40 1.05 0.49
H 5.11 -2.43 0.71 0.06
H 5.48 -0.91 -1.03 0.22
H 6.85 -1.76 -1.08 0.25
H -1.15 0.30 4.37 0.47
H 0.72 1.69 5.62 0.36
H 0.24 -3.65 4.79 0.40
H -2.62 -2.13 3.77 0.40
H 0.70 -1.24 0.11 1.48
H -2.11 -1.05 0.07 0.54
H -1.71 -2.62 0.70 0.76
H -0.86 -4.30 -0.70 0.39
H -0.32 -5.07 -2.99 0.44
H -0.10 -3.44 -4.82 0.38
H -0.03 -1.18 -5.60 0.34
H 0.20 0.10 -4.40 0.30
H -1.43 -0.31 -4.93 0.32
H -1.02 -0.27 -2.11 0.40
C -7.59 2.25 3.69 -0.29
C -8.36 2.21 2.39 -0.32
O -7.43 2.80 1.47 -0.32
C -6.19 2.66 1.96 0.62
O -5.19 2.90 1.36 -0.48
O -6.22 2.20 3.23 -0.31
H -7.79 1.42 4.35 0.29
H -7.73 3.19 4.24 0.28
H -8.57 1.19 2.06 0.26
H -9.28 2.78 2.41 0.30
C -1.59 -2.43 -9.11 -0.33
C -2.43 -3.40 -8.30 -0.30
O -1.44 -4.17 -7.62 -0.33
C -0.31 -3.43 -7.55 0.73
O 0.65 -3.72 -6.90 -0.56
O -0.41 -2.32 -8.31 -0.32
H -2.05 -1.46 -9.24 0.29
H -1.31 -2.84 -10.09 0.28
H -3.05 -2.90 -7.56 0.26
H -3.05 -4.06 -8.91 0.29
```

Here is a cluster of 6 separate species, C34H47N2O13PS in total at a distorted geometry from the Open Molecules 2025 dataset. Energies are from ωB97M-V/def2-TZVPD.

LUMO level in eV: 0.3087
Gap between HOMO and LUMO in eV: 8.29
Charge: 0
SMILES: C[C@@H](C[C@H](C#N)[C@@H](C#N)P(O)(O)=S)OCc1ccccc1.O=C1CCCO1.O=C1CCCO1.O=C1CCCO1.O=C1CCCO1.O=C1CCCO1
Spin multiplicity: 1

Geometry as XYZ:
```
98
Properties=species:S:1:pos:R:3:mulliken_charge:R:1
C 2.35 -3.55 -1.10 -1.27
C 1.73 -2.04 -1.14 0.29
C 0.89 -1.87 0.22 -0.91
C -0.01 -0.51 0.27 0.43
C -0.58 -0.45 1.79 -0.14
N -1.21 -0.48 2.81 -0.60
C -1.18 -0.56 -0.83 0.54
C -2.26 -1.72 -0.55 -0.14
N -3.09 -2.60 -0.45 -0.56
P -2.07 1.09 -1.13 0.59
O -1.51 1.96 -2.48 -0.31
O -3.72 0.68 -1.48 -0.53
S -2.11 2.30 0.39 -0.35
O 2.88 -1.16 -1.25 -0.37
C 2.60 -0.02 -2.10 -0.19
C 2.85 1.32 -1.19 0.48
C 2.58 2.73 -1.85 -0.12
C 2.78 3.99 -0.92 -0.70
C 3.24 3.82 0.57 -0.24
C 3.53 2.42 1.18 -0.22
C 3.34 1.14 0.29 -0.47
H 2.86 -3.84 -2.08 0.34
H 1.54 -4.30 -0.76 0.33
H 3.15 -3.51 -0.26 0.30
H 1.07 -2.03 -2.10 0.20
H 1.59 -1.85 1.12 0.45
H 0.15 -2.75 0.31 0.40
H 0.69 0.40 0.17 0.26
H -0.68 -0.85 -1.84 0.28
H -2.34 2.22 -2.97 0.21
H -4.31 1.10 -0.81 0.34
H 1.51 0.04 -2.43 0.00
H 3.27 0.02 -3.05 0.39
H 2.23 2.83 -2.94 0.21
H 2.59 5.04 -1.33 0.28
H 3.35 4.74 1.25 0.34
H 3.88 2.27 2.27 0.16
H 3.56 0.14 0.79 0.31
O 3.55 3.19 -4.75 -0.55
C 2.85 3.88 -5.43 0.55
C 3.09 4.22 -6.88 -0.49
C 2.14 5.39 -7.09 -0.47
C 1.04 5.09 -6.10 -0.45
O 1.67 4.42 -5.01 -0.31
H 2.82 3.36 -7.50 0.27
H 4.13 4.51 -7.04 0.30
H 1.79 5.48 -8.11 0.32
H 2.64 6.32 -6.81 0.27
H 0.27 4.42 -6.52 0.27
H 0.55 6.00 -5.75 0.30
O 1.11 -5.92 5.69 -0.60
C 0.21 -5.19 5.35 0.32
C -1.18 -5.63 4.97 0.05
C -1.72 -4.40 4.28 -0.44
C -0.97 -3.28 4.96 -0.16
O 0.31 -3.84 5.30 -0.35
H -1.74 -5.86 5.88 0.13
H -1.15 -6.49 4.30 0.14
H -2.81 -4.29 4.35 0.36
H -1.46 -4.43 3.21 0.19
H -1.46 -2.95 5.88 0.24
H -0.83 -2.42 4.30 0.08
O -3.29 3.55 -4.29 -0.69
C -4.38 3.21 -4.69 0.57
C -5.60 3.04 -3.83 -0.08
C -6.52 2.25 -4.74 -0.55
C -6.07 2.69 -6.11 -0.44
O -4.67 2.97 -5.99 -0.34
H -6.01 4.02 -3.60 0.30
H -5.37 2.49 -2.92 0.04
H -7.58 2.42 -4.55 0.34
H -6.32 1.18 -4.62 0.26
H -6.58 3.61 -6.44 0.26
H -6.23 1.92 -6.87 0.33
O -4.42 -6.62 5.97 -0.59
C -4.24 -7.53 5.19 0.57
C -4.88 -7.65 3.84 -0.40
C -4.63 -9.11 3.50 -0.48
C -3.35 -9.39 4.24 -0.40
O -3.39 -8.57 5.41 -0.34
H -4.38 -6.98 3.14 0.21
H -5.95 -7.43 3.89 0.32
H -4.56 -9.30 2.43 0.33
H -5.44 -9.73 3.91 0.26
H -2.46 -9.13 3.66 0.24
H -3.27 -10.44 4.54 0.31
O 3.95 3.21 4.22 -0.61
C 4.76 4.11 4.13 0.49
C 6.00 4.25 4.96 -0.41
C 6.39 5.69 4.70 -0.53
C 5.85 5.93 3.31 -0.44
O 4.68 5.11 3.21 -0.23
H 6.76 3.56 4.59 0.25
H 5.79 4.08 6.01 0.29
H 7.46 5.88 4.79 0.32
H 5.87 6.35 5.41 0.27
H 6.56 5.63 2.53 0.29
H 5.58 6.98 3.15 0.32
```